# C38H66O30

10 unconnected molecules or ions with the total composition C38H66O30 in a non-equilibrium geometry (ωB97M-V/def2-TZVPD, OMol25).

The geometry in XYZ format:
```
134
Properties=species:S:1:pos:R:3:mulliken_charge:R:1
C 1.033 3.946 0.764 -0.84
C -0.134 4.209 1.661 0.55
C -1.012 2.958 2.022 0.55
O -1.176 3.065 3.448 -0.34
C -0.238 3.929 3.931 0.55
O -0.032 4.153 5.119 -0.59
O 0.434 4.454 2.928 -0.38
H 0.795 3.898 -0.298 0.05
H 1.613 3.044 0.958 -0.01
H 1.801 4.718 0.816 0.49
H -0.872 4.867 1.203 0.35
H -0.348 2.094 2.049 -0.59
H -1.964 2.803 1.513 0.35
C -0.543 0.826 -1.076 -1.08
C -1.121 -0.481 -0.478 0.95
C -0.124 -1.658 -0.374 0.31
O -0.278 -2.163 0.968 -0.33
C -0.866 -1.209 1.756 0.21
O -0.883 -1.266 3.006 -0.59
O -1.439 -0.292 0.942 -0.10
H 0.489 0.642 -1.376 0.10
H -0.564 1.675 -0.392 -0.28
H -1.084 0.947 -2.015 0.49
H -2.077 -0.791 -0.899 0.24
H 0.879 -1.316 -0.628 0.20
H -0.442 -2.417 -1.089 -0.48
C 3.251 0.154 -3.657 -1.20
C 3.052 -0.058 -5.124 0.55
C 4.271 0.329 -5.979 -0.60
O 4.193 -0.623 -7.065 -0.38
C 3.721 -1.756 -6.542 0.62
O 3.922 -2.826 -7.104 -0.58
O 3.116 -1.506 -5.390 -0.17
H 3.988 -0.448 -3.126 0.51
H 2.382 0.000 -3.017 -0.15
H 3.385 1.231 -3.560 0.44
H 2.151 0.410 -5.519 0.28
H 5.255 0.289 -5.512 0.31
H 4.084 1.339 -6.344 0.35
C 1.706 -4.152 -3.456 -1.26
C 1.822 -4.523 -4.869 0.83
C 1.524 -6.000 -5.150 -0.57
O 0.761 -6.037 -6.298 -0.32
C 0.226 -4.870 -6.497 0.66
O -0.584 -4.684 -7.391 -0.62
O 0.769 -3.946 -5.617 -0.32
H 0.665 -4.191 -3.138 0.13
H 2.126 -3.150 -3.370 0.04
H 2.218 -4.795 -2.740 0.49
H 2.722 -4.210 -5.398 0.29
H 1.090 -6.527 -4.301 0.29
H 2.556 -6.303 -5.330 0.37
C 2.133 1.397 3.333 -0.56
C 2.511 0.579 4.568 0.30
C 2.045 -0.932 4.466 0.36
O 3.251 -1.677 4.539 -0.40
C 4.303 -0.866 4.794 0.72
O 5.465 -1.328 4.896 -0.62
O 3.904 0.394 4.653 -0.41
H 1.115 1.091 3.095 -0.23
H 2.692 0.991 2.489 -0.06
H 1.969 2.474 3.315 0.47
H 2.154 0.925 5.538 0.39
H 1.528 -1.092 3.520 -0.47
H 1.500 -1.202 5.371 0.34
C -2.917 0.585 5.502 -0.66
C -2.694 0.873 7.001 -0.48
O -3.889 1.592 7.402 -0.23
C -4.178 1.822 8.775 0.67
O -3.497 1.424 9.817 -0.60
O -5.232 2.574 8.820 -0.29
C -5.785 2.724 10.109 -0.67
H -3.545 1.360 5.063 0.32
H -3.516 -0.321 5.416 0.36
H -1.923 0.433 5.082 0.07
H -1.775 1.419 7.216 0.31
H -2.501 -0.020 7.596 0.35
H -5.713 1.763 10.619 0.35
H -6.851 2.905 9.972 0.25
H -5.386 3.584 10.645 0.27
C 5.648 2.326 0.531 -1.45
C 4.875 1.106 -0.146 0.06
O 4.607 0.093 0.845 -0.25
C 4.106 -1.068 0.502 0.79
O 3.874 -1.411 -0.638 -0.58
O 3.772 -1.770 1.620 -0.21
C 2.847 -2.814 1.545 -0.22
H 6.682 1.984 0.483 0.40
H 5.347 2.621 1.536 0.34
H 5.598 3.235 -0.068 0.36
H 5.531 0.691 -0.911 0.45
H 3.981 1.591 -0.537 0.04
H 2.601 -3.071 2.576 0.28
H 3.341 -3.621 1.005 0.38
H 2.002 -2.628 0.882 -0.21
C -5.351 -3.734 0.715 -1.35
C -4.370 -2.914 -0.135 0.60
O -3.056 -3.484 -0.037 -0.15
C -2.408 -4.133 -1.162 0.63
O -1.207 -4.464 -1.221 -0.57
O -3.269 -4.278 -2.244 -0.36
C -2.701 -4.864 -3.357 -0.74
H -5.231 -3.585 1.788 0.33
H -5.176 -4.773 0.438 0.38
H -6.377 -3.492 0.438 0.39
H -4.206 -1.869 0.128 -0.26
H -4.781 -2.945 -1.144 0.28
H -2.066 -5.739 -3.215 0.31
H -2.129 -4.131 -3.926 0.27
H -3.501 -5.126 -4.049 0.35
C -4.945 0.645 0.876 -0.71
O -4.919 0.365 -0.544 -0.06
C -5.362 1.276 -1.429 0.56
O -5.765 2.425 -1.245 -0.58
O -5.248 0.588 -2.582 -0.25
C -5.516 1.144 -3.837 -0.69
H -5.161 -0.219 1.503 0.31
H -5.692 1.387 1.159 0.49
H -4.032 1.034 1.328 0.08
H -4.998 2.092 -3.987 0.30
H -6.569 1.402 -3.957 0.29
H -5.110 0.498 -4.616 0.26
C 3.716 5.836 -3.394 -0.64
O 2.508 5.285 -3.868 -0.36
C 1.953 4.296 -3.349 0.79
O 2.438 3.579 -2.411 -0.42
O 0.870 4.012 -4.133 -0.37
C -0.027 3.026 -3.732 -0.13
H 4.467 5.049 -3.466 0.30
H 3.744 6.252 -2.386 0.29
H 3.935 6.703 -4.017 0.23
H 0.473 2.064 -3.849 0.05
H -1.000 3.066 -4.221 0.31
H -0.131 3.208 -2.662 0.05
```

Summary:
largest force on an atom: 6.350 eV Å⁻¹
orbital gap: 10.13 eV
total energy: -101897.6891 eV
SMILES string: C[C@H]1COC(=O)O1.C[C@H]1COC(=O)O1.C[C@H]1COC(=O)O1.C[C@H]1COC(=O)O1.C[C@H]1COC(=O)O1.CCOC(=O)OC.CCOC(=O)OC.CCOC(=O)OC.COC(=O)OC.COC(=O)OC
relative energy (zero: lowest compared OMol25 entry of this formula, charge and spin): 87.2 kcal per mole

# C38H70BrCl16FN2O9S2

9 unconnected molecules or ions with the total composition C38H70BrCl16FN2O9S2 in a non-equilibrium geometry (ωB97M-V/def2-TZVPD, OMol25).

The geometry in XYZ format:
```
139
Properties=species:S:1:pos:R:3:mulliken_charge:R:1
C 0.973 6.178 -1.059 -0.51
C 1.932 5.242 -2.004 -0.12
C 1.175 4.697 -3.364 -0.70
C -0.207 3.855 -3.083 0.18
C -0.347 2.489 -4.038 -0.68
C 0.700 1.363 -3.541 -0.93
C 0.212 0.220 -2.480 0.64
C -1.155 0.387 -1.668 1.07
C -2.094 -0.982 -1.961 0.07
C -2.637 -1.010 -3.550 0.30
O -2.548 -2.233 -4.137 -0.59
O -3.203 0.157 -4.245 -0.42
C -1.181 0.899 -0.136 1.44
C -2.010 -0.092 0.936 -1.64
S -1.582 0.287 2.741 0.91
O -1.684 1.782 3.118 -0.63
O -0.231 -0.381 3.200 -0.57
C -2.038 2.337 -0.028 -0.72
O -1.578 3.440 0.568 -0.55
N -3.474 2.446 -0.585 -0.03
C -4.379 3.118 0.462 0.41
O -4.605 2.579 1.682 -0.43
F -4.986 4.448 0.105 -0.27
O 0.060 1.122 0.575 -0.82
S 1.255 1.951 -0.249 1.45
O 2.067 2.794 0.811 -0.59
O 2.260 0.771 -0.890 -0.92
C 1.577 -0.292 -1.656 -0.44
C 1.351 -1.534 -0.648 1.05
C 2.382 -1.501 0.672 -0.51
C 3.957 -1.689 0.293 -0.39
Br 5.155 -1.187 1.847 -0.20
N 2.564 -0.497 -2.800 0.35
C 2.942 -1.869 -3.149 -0.55
C 1.776 -2.812 -3.864 0.57
C 2.324 -4.383 -3.918 -0.21
C 1.299 -5.440 -3.137 -0.54
H 0.865 7.267 -1.491 0.35
H -0.045 5.644 -0.834 0.00
H 1.523 6.296 -0.015 -0.05
H 2.826 5.930 -2.387 0.40
H 2.428 4.393 -1.366 -0.02
H 1.049 5.608 -4.091 0.41
H 1.956 3.968 -3.895 0.24
H -1.102 4.564 -3.432 0.40
H -0.415 3.635 -1.946 -0.45
H -1.462 2.141 -4.158 0.16
H -0.001 2.852 -5.119 0.39
H 1.117 0.843 -4.535 0.15
H 1.650 1.953 -3.119 0.15
H 0.060 -0.735 -3.196 -0.03
H -1.850 1.183 -2.234 0.01
H -3.139 -0.923 -1.385 0.12
H -1.522 -1.972 -1.710 0.01
H -3.186 -0.107 -5.232 0.40
H -1.701 -1.236 0.784 0.55
H -3.165 0.090 0.824 0.59
H -2.588 -0.380 3.512 0.21
H -3.473 3.057 -1.441 0.36
H 1.341 -2.614 -1.088 -0.17
H 0.278 -1.434 -0.129 -1.20
H 2.152 -0.562 1.365 0.23
H 2.064 -2.448 1.319 0.37
H 4.172 -1.030 -0.672 0.22
H 4.149 -2.812 -0.028 0.32
H 3.316 0.222 -2.812 0.39
H 3.821 -1.823 -3.957 0.31
H 3.386 -2.553 -2.280 -0.06
H 1.608 -2.412 -4.954 0.35
H 0.816 -2.788 -3.196 -0.56
H 2.470 -4.787 -5.007 0.30
H 3.393 -4.420 -3.402 -0.09
H 0.321 -4.912 -2.754 -0.02
H 0.979 -6.324 -3.851 0.29
H 1.855 -5.965 -2.221 0.14
Cl -6.040 -2.104 -1.797 -0.15
C -5.983 -3.322 -0.499 -0.48
C -5.733 -2.698 0.865 -0.24
Cl -4.086 -2.035 1.008 0.09
H -5.212 -4.056 -0.754 0.34
H -6.951 -3.832 -0.501 0.38
H -5.838 -3.456 1.647 0.33
H -6.443 -1.892 1.075 -0.11
Cl 3.095 6.690 0.890 -0.24
C 3.151 5.472 2.188 -0.08
C 3.402 6.097 3.551 -0.48
Cl 5.049 6.760 3.695 -0.21
H 3.922 4.739 1.932 0.31
H 2.183 4.962 2.185 0.05
H 3.297 5.339 4.333 0.30
H 2.692 6.903 3.762 0.40
Cl -9.200 -0.231 -2.758 -0.17
C -9.519 1.034 -1.545 -0.46
C -8.416 1.121 -0.502 -0.32
Cl -8.382 -0.307 0.562 -0.20
H -10.491 0.829 -1.088 0.32
H -9.592 1.981 -2.088 0.31
H -8.580 1.991 0.141 0.37
H -7.430 1.222 -0.966 0.15
Cl -0.262 -8.489 -0.498 -0.18
C -0.897 -7.321 0.688 -0.51
C -0.894 -5.898 0.151 -0.52
Cl 0.756 -5.256 -0.044 -0.09
H -0.301 -7.408 1.602 0.32
H -1.921 -7.629 0.919 0.36
H -1.411 -5.236 0.852 0.29
H -1.401 -5.832 -0.817 0.32
Cl 3.431 0.641 5.654 -0.08
C 1.847 -0.157 5.823 -0.28
C 1.729 -0.929 7.127 -0.42
Cl 2.787 -2.362 7.159 -0.20
H 1.700 -0.807 4.955 0.16
H 1.091 0.633 5.789 0.21
H 0.704 -1.290 7.254 0.31
H 1.979 -0.304 7.990 0.32
Cl 6.056 1.693 4.246 -0.10
C 6.301 2.818 5.605 -0.55
C 6.984 4.105 5.168 -0.12
Cl 8.679 3.840 4.692 -0.21
H 6.877 2.298 6.376 0.35
H 5.311 3.042 6.012 0.29
H 6.996 4.820 5.997 0.34
H 6.464 4.571 4.325 -0.01
Cl -5.649 0.227 4.591 -0.20
C -5.850 1.996 4.524 0.14
C -5.266 2.687 5.746 -0.37
Cl -6.196 2.339 7.224 -0.20
H -6.917 2.212 4.409 0.35
H -5.335 2.338 3.621 -0.15
H -5.289 3.772 5.606 0.34
H -4.228 2.388 5.920 0.23
Cl 5.913 -4.594 -4.777 -0.13
C 6.916 -6.033 -4.465 -0.50
C 6.081 -7.294 -4.313 -0.48
Cl 5.109 -7.280 -2.820 -0.17
H 7.520 -5.839 -3.573 0.31
H 7.594 -6.137 -5.318 0.32
H 6.735 -8.169 -4.257 0.34
H 5.401 -7.431 -5.160 0.31
```

Summary:
largest force on an atom: 10.252 eV Å⁻¹
orbital gap: 7.99 eV
total energy: -356724.0182 eV

# C38H70Cl14N6

13 unconnected molecules or ions with the total composition C38H70Cl14N6 in a non-equilibrium geometry (ωB97M-V/def2-TZVPD, OMol25).

The geometry in XYZ format:
```
128
Properties=species:S:1:pos:R:3:mulliken_charge:R:1
C -1.788 -4.096 -1.158 -0.14
C -2.076 -5.027 -2.364 -0.71
C -1.150 -4.830 -3.553 -0.06
C 0.267 -4.526 -3.212 0.20
N 1.364 -4.273 -2.987 -0.44
H -2.029 -3.045 -1.319 0.04
H -0.722 -4.106 -0.931 0.01
H -2.301 -4.392 -0.243 0.13
H -3.119 -4.805 -2.589 0.27
H -2.065 -6.049 -1.987 0.34
H -1.513 -3.977 -4.127 -0.05
H -1.020 -5.698 -4.198 0.40
C 0.606 0.673 -1.150 -0.49
C 0.011 -0.782 -1.016 0.23
C -0.401 -1.112 0.407 1.35
C 0.562 -0.801 1.468 -0.45
N 1.338 -0.490 2.286 -0.49
H 0.706 0.890 -2.213 0.33
H 1.565 0.698 -0.632 0.65
H 0.043 1.511 -0.739 -0.76
H 0.727 -1.478 -1.454 0.15
H -0.900 -0.761 -1.614 -0.43
H -0.663 -2.160 0.554 -0.01
H -1.289 -0.506 0.588 -0.06
C 1.263 5.218 2.366 -1.46
C 0.858 3.817 1.935 0.20
C -0.537 3.687 1.441 1.55
C -1.219 4.885 0.870 -0.16
N -1.736 5.786 0.390 -0.58
H 0.518 5.652 3.034 0.37
H 1.453 5.844 1.494 0.13
H 2.184 5.193 2.947 0.50
H 0.989 3.091 2.738 0.24
H 1.607 3.525 1.199 0.15
H -1.211 3.325 2.218 -0.27
H -0.636 2.843 0.758 -0.80
C 2.930 7.531 -0.821 -1.06
C 2.080 7.371 -2.105 -0.57
C 0.865 6.548 -1.772 -0.08
C 1.210 5.090 -1.507 -0.08
N 1.456 3.948 -1.338 -0.23
H 2.926 6.560 -0.326 0.24
H 2.486 8.256 -0.138 0.32
H 3.923 7.890 -1.093 0.36
H 2.656 6.780 -2.817 0.30
H 1.778 8.315 -2.557 0.41
H 0.175 6.520 -2.615 0.17
H 0.345 6.917 -0.888 0.32
C -3.360 0.165 4.296 -1.26
C -1.926 0.392 3.747 1.16
C -1.013 1.333 4.622 -0.01
C -1.584 2.626 4.721 -0.05
N -2.044 3.717 4.771 -0.60
H -3.376 -0.612 5.059 0.26
H -3.911 -0.264 3.459 0.16
H -3.797 1.112 4.614 0.46
H -1.995 0.898 2.784 -0.02
H -1.434 -0.553 3.520 -0.79
H -0.046 1.398 4.124 0.10
H -0.872 0.954 5.634 0.57
C -2.482 -3.813 4.610 -1.44
C -1.466 -3.515 3.532 0.48
C -0.041 -3.298 4.132 0.33
C 0.090 -2.293 5.220 0.14
N 0.223 -1.547 6.076 -0.64
H -3.450 -4.118 4.212 0.36
H -2.603 -2.893 5.182 0.21
H -2.173 -4.579 5.320 0.41
H -1.842 -2.624 3.029 -0.32
H -1.375 -4.321 2.804 0.36
H 0.645 -2.964 3.353 -0.39
H 0.358 -4.212 4.570 0.59
Cl 4.982 -2.164 6.977 -0.20
C 3.390 -2.028 6.127 -0.58
C 3.489 -1.997 4.617 0.75
Cl 4.673 -0.761 4.173 -0.19
H 2.877 -1.131 6.475 0.36
H 2.788 -2.843 6.529 0.30
H 2.577 -1.619 4.156 -0.67
H 3.800 -2.949 4.187 0.22
Cl -0.926 2.722 -5.112 -0.21
C -1.257 3.120 -3.376 0.95
C -2.598 3.923 -3.217 -0.37
Cl -2.498 5.517 -3.976 -0.21
H -0.412 3.750 -3.101 -0.47
H -1.244 2.179 -2.825 -0.44
H -2.751 4.094 -2.151 0.30
H -3.451 3.369 -3.609 0.36
Cl 1.989 0.414 -5.258 -0.11
C 2.108 -1.383 -5.082 0.09
C 3.531 -1.891 -4.967 -0.62
Cl 4.497 -1.189 -3.650 -0.19
H 1.701 -1.908 -5.946 0.36
H 1.499 -1.586 -4.201 -0.31
H 4.124 -1.714 -5.864 0.38
H 3.595 -2.973 -4.847 0.39
Cl 1.627 -4.079 0.817 0.01
C 3.148 -4.918 0.510 -0.72
C 4.219 -4.053 -0.231 -0.30
Cl 4.865 -2.787 0.806 -0.17
H 2.891 -5.743 -0.155 0.29
H 3.536 -5.325 1.444 0.41
H 3.880 -3.481 -1.094 0.08
H 5.064 -4.678 -0.521 0.40
Cl -3.352 0.218 -2.951 -0.19
C -2.984 -0.819 -4.419 -0.37
C -4.233 -1.673 -4.718 -0.52
Cl -4.569 -2.693 -3.342 -0.08
H -2.045 -1.348 -4.257 0.05
H -2.779 -0.106 -5.218 0.43
H -3.795 -2.328 -5.471 0.32
H -5.112 -1.110 -5.032 0.39
Cl -4.011 -1.607 0.957 -0.12
C -5.087 -2.957 1.352 -0.58
C -6.506 -2.764 0.610 -0.22
Cl -7.433 -4.246 0.825 -0.21
H -5.179 -3.104 2.428 0.38
H -4.528 -3.828 1.008 0.28
H -6.274 -2.700 -0.453 0.11
H -7.111 -1.895 0.871 0.35
Cl 4.979 3.667 -4.809 -0.23
C 4.229 2.482 -3.716 0.16
C 4.597 2.625 -2.254 0.14
Cl 6.298 2.114 -2.107 -0.21
H 4.499 1.500 -4.104 0.04
H 3.159 2.614 -3.876 -0.07
H 3.935 1.973 -1.684 -0.08
H 4.552 3.654 -1.898 0.19
```

Summary:
largest force on an atom: 5.607 eV Å⁻¹
orbital gap: 9.93 eV
total energy: -224795.9932 eV
relative energy (zero: lowest compared OMol25 entry of this formula, charge and spin): 0.0 kcal per mole